ORCA calculation (ωB97M-V with the def2-TZVPD basis set) on a 12-piece molecular cluster, C21H69N21O12 overall.

```
! RIJCOSX wB97M-V def2-TZVPD def2/J DEFGRID3
* xyz 0 1
C -2.44076 1.44321 -0.66662
O -2.66078 2.41033 -1.68958
C -3.13558 3.67522 -1.03120
C -2.86624 4.80970 -2.08877
C -3.36406 6.21194 -1.51279
N -3.42315 4.50046 -3.34189
H -1.71607 1.77575 0.07657
H -2.05212 0.53919 -1.13544
H -3.34426 1.01764 -0.22996
H -4.18174 3.67143 -0.72521
H -2.70163 4.01124 -0.08946
H -1.79444 4.70779 -2.25893
H -4.41629 6.35642 -1.75781
H -2.88016 7.06353 -1.99104
H -3.29231 6.47337 -0.45704
H -3.63764 5.41636 -3.70960
H -4.34708 4.14922 -3.13430
C -4.10296 -1.23592 1.15332
O -2.96285 -0.98997 1.96141
C -2.33317 -2.05812 2.68271
C -1.76447 -1.67691 4.11827
C -0.62523 -0.68098 3.97679
N -1.20152 -2.84932 4.74519
H -4.86576 -1.77816 1.71208
H -3.89436 -1.97689 0.38161
H -4.53250 -0.29646 0.80543
H -3.01440 -2.87382 2.92487
H -1.55348 -2.49093 2.05592
H -2.56319 -1.17020 4.65992
H 0.15620 -1.14489 3.37491
H -0.14804 -0.27943 4.87074
H -0.98644 0.20735 3.45863
H -0.69206 -2.40074 5.49307
H -1.98510 -3.36994 5.11269
C 3.01322 4.81455 -0.17697
O 2.41509 3.69708 0.35333
C 2.05142 3.69177 1.73433
C 0.83295 2.73634 1.90706
C 0.29041 2.68280 3.32092
N 1.27348 1.45747 1.55372
H 4.02695 4.96537 0.19412
H 2.35114 5.64570 0.06581
H 3.11337 4.74645 -1.26022
H 2.90852 3.51091 2.38300
H 1.71381 4.67670 2.05685
H 0.00354 3.01382 1.25654
H -0.78561 2.55337 3.20455
H 0.43680 3.60343 3.88582
H 0.71411 1.99111 4.04903
H 1.74211 1.57059 0.66620
H 2.12800 1.34520 2.08031
N -2.49328 -4.16187 -1.80108
C -3.53417 -3.77824 -2.51154
N -4.09344 -4.77723 -3.10159
O -3.97088 -2.62548 -2.45069
H -2.14276 -5.08998 -1.99043
H -2.02731 -3.45152 -1.25485
H -4.98632 -4.63941 -3.55311
H -3.63228 -5.67554 -3.12322
N 0.26328 -2.23759 -5.86886
C -0.30393 -1.76127 -4.84581
N -0.25673 -2.52148 -3.81761
O -0.74979 -0.61341 -4.80495
H 0.72283 -3.13672 -5.89072
H 0.53049 -1.59128 -6.59754
H -0.61440 -2.27229 -2.90652
H 0.10933 -3.43533 -4.04339
N 0.73250 3.03109 -1.67972
C 0.42720 2.32168 -2.66765
N 1.12965 1.23686 -2.77908
O -0.40129 2.73257 -3.48285
H 1.39069 2.86942 -0.93089
H 0.32023 3.95286 -1.65819
H 1.66423 0.87384 -2.00285
H 1.05710 0.68503 -3.62189
N 3.22493 -3.87510 -2.29655
C 3.94081 -2.80918 -2.05699
N 4.21129 -2.73671 -0.80322
O 4.26245 -2.01150 -2.86798
H 2.87375 -4.01082 -3.23375
H 2.96907 -4.49159 -1.53855
H 4.77052 -1.97565 -0.44524
H 3.78493 -3.42515 -0.19960
N 1.27144 -7.00191 -0.07889
C 1.32335 -5.72214 -0.36178
N 0.46622 -5.33673 -1.28163
O 2.15393 -4.93794 0.15262
H 1.91524 -7.42328 0.57538
H 0.40074 -7.46678 -0.29307
H -0.21806 -6.01884 -1.57590
H 0.16611 -4.40066 -1.51357
N 3.10122 -1.40557 2.46002
C 4.03941 -0.58373 2.51194
N 5.16718 -1.14298 2.58252
O 3.77826 0.60518 2.52007
H 2.19629 -0.97174 2.57400
H 3.34203 -2.38166 2.36330
H 5.18078 -2.12439 2.82074
H 6.07189 -0.69435 2.56422
N -3.27174 1.36369 3.28813
C -3.64814 2.57687 2.96769
N -4.14838 3.23496 3.99002
O -3.55407 2.94759 1.82532
H -2.84203 0.80341 2.56595
H -3.10917 1.11188 4.25263
H -4.18859 2.80080 4.90106
H -4.58998 4.14085 3.92318
N 4.84122 0.39170 -1.51877
C 4.04983 1.08757 -0.88695
N 4.72798 2.00407 -0.37033
O 2.90113 0.87281 -0.60565
H 5.81590 0.61762 -1.65680
H 4.57490 -0.54033 -1.80250
H 4.16077 2.72473 0.05278
H 5.71613 2.09824 -0.55682
N 1.54276 -1.56271 -0.33032
C 0.23555 -1.64122 -0.26198
N -0.20557 -0.65528 0.48099
O -0.45577 -2.55081 -0.77906
H 2.06872 -2.25505 -0.84426
H 1.77822 -0.58565 -0.23022
H 0.36720 0.09102 0.84851
H -1.20736 -0.53890 0.53551
*
```

The LUMO energy is 0.0 eV. As for the SMILES: COC[C@H](C)N.COC[C@H](C)N.COC[C@H](C)N.NC(N)=O.NC(N)=O.NC(N)=O.NC(N)=O.NC(N)=O.NC(N)=O.NC(N)=O.NC(N)=O.NC(N)=O. The HOMO energy comes out at -7.276 eV. Its relative energy (zero: lowest compared OMol25 entry of this formula, charge and spin) is 736.96 kJ/mol.

These are the Mulliken partial charges, in e, on atoms 1 to 5: C -0.46; O -0.38; C -0.71; C 0.91; C -1.49

---

ORCA calculation (ωB97M-V with the def2-TZVPD basis set) on a 18-piece molecular cluster, C21H70BBr2N4O21 overall.

```
! RIJCOSX wB97M-V def2-TZVPD def2/J DEFGRID3
* xyz 1 1
C -5.84045 -3.80335 2.55402
C -4.56611 -3.20457 3.38923
C -4.77680 -1.60959 3.44927
N -4.53917 -0.94784 2.10863
O -3.45216 -0.07398 2.17163
C -2.28931 -0.74826 1.65044
O -1.76589 -1.70324 2.30801
C -1.55936 -0.34153 0.30012
C -0.08044 0.10889 0.39403
C 0.75229 0.20830 1.76746
O 0.93963 1.64074 2.01278
C -0.25322 2.23125 2.58398
C -1.09635 3.13964 1.51326
C 0.62955 0.53323 -0.92166
N 2.03568 1.00756 -0.83372
C 2.88505 -0.01251 -0.74911
C 2.73582 -1.44130 -1.44549
C 4.24316 0.22126 0.11164
N -0.03880 0.51633 -2.22501
B 0.83413 1.02378 -3.37260
C 0.83563 2.63264 -3.71190
O 1.70095 0.19855 -4.16229
C -1.43777 0.09723 -2.39932
C -2.18984 0.11619 -3.80495
Br -2.47248 1.98300 -4.52724
C -1.64092 -0.92083 -4.90340
C -0.94092 -0.26374 -6.19455
Br -0.41066 -2.32449 -4.18643
C -2.25400 -0.35011 -1.12925
N -3.66792 -0.73670 -1.15773
C -3.92423 -2.20499 -1.19499
C -2.64798 -3.17031 -1.15098
H -6.20424 -2.96490 1.86181
H -5.45039 -4.67093 1.91831
H -6.61070 -4.11834 3.33463
H -3.63590 -3.53119 2.80020
H -4.48233 -3.64297 4.44176
H -4.09338 -1.12136 4.23534
H -5.87753 -1.39347 3.73328
H -4.26954 -1.66301 1.41497
H 0.21717 -0.24250 2.66981
H 1.79538 -0.25089 1.71602
H 0.01823 2.96283 3.43442
H -0.99826 1.48568 3.02843
H -0.74649 2.92378 0.43593
H -0.94871 4.26642 1.72223
H -2.21737 2.87307 1.63077
H 1.70384 -1.91859 -1.33881
H 3.01932 -1.41645 -2.56714
H 3.49276 -2.16849 -0.96155
H 4.06625 -0.12216 1.19636
H 5.05096 -0.46416 -0.34792
H 4.53645 1.31971 0.02919
H -0.11330 3.08269 -3.22910
H 1.76216 3.10973 -3.22461
H 0.82814 2.76051 -4.85223
H 2.38338 0.77436 -4.57508
H -3.27448 -0.22300 -3.57436
H -2.55099 -1.50792 -5.31485
H -0.22396 -1.05822 -6.63104
H -1.78227 -0.08589 -6.96981
H -0.34868 0.68940 -6.00134
H -4.16617 -0.30500 -0.36573
H -4.66170 -2.56850 -0.38000
H -4.46867 -2.42754 -2.19611
H -2.16609 -3.16044 -2.18800
H -1.92604 -3.00405 -0.28375
H -3.05928 -4.24676 -1.01305
O 6.95838 1.46681 1.04418
H 7.02532 2.31867 1.49114
H 7.84640 1.32360 0.68084
O -0.75235 -3.25972 4.77446
H -1.05501 -2.57567 4.16325
H -0.55217 -2.77615 5.58627
O -0.85189 1.45126 -8.77472
H -0.78778 2.30158 -8.32231
H 0.03891 1.30411 -9.12478
O 2.29498 -1.12031 -6.89201
H 2.13466 -1.06462 -5.94022
H 2.09894 -2.04059 -7.10852
O 9.74094 1.82261 0.69425
H 10.37611 1.62835 -0.00562
H 10.29269 1.97148 1.47518
O 0.57088 -4.13108 -0.47007
H 0.27522 -3.45942 -1.09853
H 0.76335 -3.63148 0.33447
O 2.26500 -4.14179 4.01089
H 1.56887 -3.78475 4.58055
H 2.59099 -4.91109 4.49478
O -4.56475 4.33276 -5.60989
H -5.06743 4.85173 -4.96944
H -4.07492 3.70150 -5.06724
O 0.98095 5.38648 4.25344
H 1.63600 4.91816 3.72066
H 1.46694 5.64259 5.05033
O 1.35576 -6.88835 2.02819
H 1.05152 -6.20486 1.41844
H 1.55680 -6.40428 2.84006
O -9.04339 -3.73854 1.66527
H -9.47179 -3.20654 0.98308
H -8.68178 -4.49155 1.18132
O 12.36432 0.66666 1.39362
H 12.86330 1.12220 2.08357
H 12.62917 -0.25702 1.48476
O -5.88657 -0.68291 5.87334
H -5.58716 0.23522 5.87116
H -6.57708 -0.70155 6.54868
O 10.71323 2.71284 3.66653
H 11.02169 3.57177 3.98153
H 9.98272 2.49530 4.25910
O 0.86118 0.08846 -10.72139
H 0.54712 -0.79853 -10.93574
H 1.28235 0.39037 -11.53585
O 0.85785 6.86176 6.87577
H 1.16806 7.71377 7.20686
H 0.11428 6.64412 7.45252
O -2.26296 8.05055 7.53636
H -2.58253 7.16689 7.31500
H -1.83998 8.35654 6.72362
*
```

The LUMO energy is -4.5 eV. The HOMO energy comes out at -11.684 eV.

These are the Mulliken partial charges, in e, on atoms 1 to 5: C -1.05; C -0.03; C -0.66; N -0.03; O -0.20

---

ORCA calculation (ωB97M-V with the def2-TZVPD basis set) on a 21-piece molecular cluster, C21H81O33 overall.

```
! RIJCOSX wB97M-V def2-TZVPD def2/J DEFGRID3
* xyz -1 1
O 0.66862 0.02828 -0.67587
C -0.66236 0.16211 -0.41609
O -1.12753 -0.50372 0.57630
O -1.36686 0.89812 -1.16064
H 1.13261 -0.57439 -0.01233
O 3.87848 -0.85390 -4.29018
H 3.75931 -0.15604 -3.57975
H 4.54548 -1.47633 -3.94603
O -5.07562 1.33496 2.84620
H -4.44076 1.26889 2.09436
H -4.78337 2.10888 3.33611
O 2.41320 -4.46562 3.50246
H 3.11056 -4.01519 3.01443
H 1.75321 -3.78588 3.60656
O 1.99756 -1.89131 0.73579
H 1.22822 -2.22505 1.26533
H 1.83797 -2.37333 -0.10672
O 4.84812 -2.54506 -2.23270
H 3.88783 -2.48417 -2.10063
H 5.26776 -2.19739 -1.41679
O 4.49340 -2.36132 2.28704
H 5.28155 -2.13280 1.80016
H 3.75527 -2.12079 1.67564
O 1.45079 3.23139 -4.12341
H 1.85948 2.76337 -4.85200
H 0.52696 2.98544 -4.18717
O 3.06200 1.24850 -2.58193
H 2.71884 1.00307 -1.73137
H 2.59232 2.07305 -2.82932
O -4.55814 -2.60443 -1.85530
H -3.97091 -2.07653 -2.43098
H -3.97483 -2.76332 -1.09097
O -3.79820 0.98364 0.40178
H -2.95764 0.81184 -0.04645
H -4.49627 1.19939 -0.26785
C 2.25183 -2.34570 5.90135
C 3.73892 -2.65603 5.78348
O 4.49062 -1.55222 5.41746
O 1.61882 -2.12087 4.65627
H 2.07454 -1.48412 6.51236
H 1.77054 -3.25624 6.31927
H 3.82328 -3.47546 5.03046
H 4.07045 -2.95237 6.76065
H 4.69770 -1.62262 4.49782
H 1.80302 -1.24702 4.33476
C -6.75019 -0.32688 -0.20732
C -6.47654 0.26546 -1.56218
O -5.82081 1.55644 -1.43939
O -7.55316 0.65838 0.45470
H -5.84536 -0.57926 0.28885
H -7.35004 -1.26273 -0.33259
H -7.40549 0.32848 -2.11705
H -5.73216 -0.39048 -2.03236
H -6.37790 2.04884 -0.83973
H -7.16921 0.70839 1.32292
C 1.22324 4.08421 -0.70406
C 1.24826 5.32138 -1.51827
O 2.11789 6.29653 -0.91146
O 2.46469 3.49358 -0.45094
H 0.50023 3.46541 -1.22941
H 0.69411 4.27517 0.24270
H 0.23467 5.69742 -1.52527
H 1.54359 5.14640 -2.53600
H 2.57682 5.92551 -0.13525
H 2.47438 3.01497 0.41566
C 1.29926 1.93036 3.89250
C 0.99078 2.67042 2.65984
O 1.85393 2.13129 1.67817
O 1.20861 0.53255 3.70830
H 0.63655 2.19717 4.70678
H 2.37021 2.06953 4.11099
H 1.33979 3.71678 2.74152
H -0.06509 2.66323 2.39852
H 1.91074 1.17727 1.83796
H 0.27254 0.24234 3.64711
C -2.44438 -0.90679 4.09754
C -1.92342 -1.01079 5.52041
O -1.12659 -2.14658 5.74637
O -1.39624 -0.42340 3.25037
H -3.25803 -0.19307 3.97520
H -2.74829 -1.94529 3.82076
H -2.84768 -1.11890 6.08293
H -1.37983 -0.09680 5.75370
H -0.28803 -2.12862 5.23106
H -1.80454 -0.22938 2.37723
C -0.75441 -4.05771 1.15726
C -1.44569 -3.58042 -0.08106
O -2.53181 -2.75638 0.16747
O -0.16529 -3.08076 1.90600
H 0.05338 -4.70811 0.86279
H -1.50519 -4.63927 1.75112
H -1.86603 -4.45722 -0.58783
H -0.71308 -3.16483 -0.78671
H -2.16760 -1.86143 0.27386
H -0.71095 -2.31057 2.07879
C -1.59745 0.71640 -4.66422
C -2.87121 0.11729 -4.18365
O -2.60260 -0.87439 -3.12643
O -0.97019 1.55083 -3.67874
H -1.86549 1.26964 -5.56652
H -0.94426 -0.13476 -4.88594
H -3.33770 -0.51714 -4.89354
H -3.58251 0.88108 -3.82567
H -2.34985 -0.34452 -2.38692
H -0.99812 1.16417 -2.78278
C 5.46819 0.55542 0.10593
C 5.85418 1.30054 -1.17745
O 7.22827 1.50448 -1.00550
O 5.92646 -0.79730 -0.10657
H 4.40187 0.50999 0.30685
H 5.96125 1.04689 0.94366
H 5.39430 2.25514 -1.32776
H 5.55418 0.61967 -1.98916
H 7.44458 2.37551 -1.27957
H 6.88097 -0.76366 0.10472
C -3.83010 3.62902 -3.28166
C -3.29726 3.92434 -1.89020
O -2.46187 5.05162 -1.79406
O -2.88703 3.34402 -4.32755
H -4.47847 4.40987 -3.67503
H -4.47742 2.78152 -3.03687
H -2.74038 3.05594 -1.53833
H -4.17796 4.08986 -1.22603
H -2.20824 5.35063 -0.91458
H -2.17365 2.80689 -4.00616
C 1.33879 -2.40281 -3.06601
C 0.18505 -3.08803 -3.79370
O 0.47713 -4.43514 -4.18603
O 1.79719 -3.17678 -1.99178
H 0.94612 -1.47819 -2.66441
H 2.13124 -2.10863 -3.76325
H -0.09260 -2.46461 -4.64892
H -0.67048 -3.21552 -3.13437
H 1.10145 -4.44116 -4.92020
H 1.93623 -4.09169 -2.30567
*
```

The LUMO energy is 2.0 eV. The HOMO energy comes out at -7.851 eV.

These are the Mulliken partial charges, in e, on atoms 1 to 5: O 1.19; C -0.47; O 0.54; O 0.11; H -0.39

---

ORCA calculation (ωB97M-V with the def2-TZVPD basis set) on C21H8F6HgN4O2 as an isolated structure.

```
! RIJCOSX wB97M-V def2-TZVPD def2/J DEFGRID3
* xyz -1 2
Hg 0.26348 1.15371 0.67435
C 1.35717 1.05321 5.20539
C 1.44434 1.52504 3.76407
O 1.13146 0.69240 2.90621
C 1.88751 2.87499 3.47824
C 2.14826 3.74617 4.56341
C 2.59335 5.02881 4.39932
C 2.80805 5.49678 3.08853
C 2.57819 4.69390 2.01189
C 2.10813 3.34428 2.14014
O 1.95193 2.66805 1.06734
H 1.01805 0.02110 5.19617
H 0.65558 1.65938 5.77955
H 2.32731 1.11414 5.69955
H 1.99071 3.38598 5.57110
H 2.77912 5.66353 5.25492
H 3.16029 6.51018 2.93046
H 2.74138 5.04359 1.00068
F 0.28628 -2.51402 -5.43148
C -0.47748 -2.79970 -4.37182
C -1.60680 -3.53227 -4.58514
F -1.86279 -3.92753 -5.83497
C -2.52261 -3.87297 -3.55463
C -2.14921 -3.36806 -2.28081
C -1.01807 -2.64065 -2.06968
F -0.74690 -2.26167 -0.81452
C -0.10151 -2.30666 -3.09789
C 1.07870 -1.55919 -2.87020
C 1.28818 -0.84509 -1.68050
N 1.47876 -0.26484 -0.69905
C 2.14260 -1.45427 -3.80746
N 3.03844 -1.39503 -4.52999
F -2.92045 -3.63805 -1.22571
C -3.68048 -4.63973 -3.77338
C -4.59986 -4.99066 -2.74787
N -5.39099 -5.31721 -1.97604
C -4.05133 -5.16112 -5.04223
N -4.42187 -5.61226 -6.03603
F -2.50302 0.55490 -0.16176
C -1.82849 1.53167 0.52512
F -2.05270 2.70380 -0.15796
H -2.32273 1.63537 1.49266
*
```

The LUMO energy (alpha / beta) is 2.4 / -0.2 eV. Its expectation value of S² is 0.793. The HOMO energy (alpha / beta) comes out at -5.279 / -5.758 eV. Its relative energy (zero: lowest compared OMol25 entry of this formula, charge and spin) is 35.47 kJ/mol.

These are the Mulliken partial charges, in e, on atoms 1 to 5: Hg 1.28; C -1.49; C 1.31; O -0.77; C 0.10

---

ORCA calculation (ωB97M-V with the def2-TZVPD basis set) on C22H12N7O2V as an isolated structure.

```
! RIJCOSX wB97M-V def2-TZVPD def2/J DEFGRID3
* xyz 0 3
V -0.16306 -0.10368 -0.06954
O -1.54324 -3.66838 1.07371
C -1.01340 -2.57725 0.96238
N -0.53918 -1.96639 -0.15214
C -0.71643 -2.51417 -1.43296
C -0.92140 -3.84729 -1.76612
C -1.15128 -4.18751 -3.09125
C -1.18439 -3.21220 -4.07561
C -0.98773 -1.87587 -3.75905
C -0.75350 -1.51844 -2.43541
N -0.62898 -0.22812 -1.89196
C -0.87390 0.90738 -2.59654
O -1.10711 1.03288 -3.78302
C -0.88076 2.10308 -1.68259
C -1.32402 3.33010 -2.14071
C -1.37848 4.39611 -1.26020
C -0.97911 4.18815 0.05276
C -0.55248 2.93073 0.43150
N -0.50387 1.88916 -0.40810
C -0.81439 -1.68766 2.15805
C -1.09401 -2.12521 3.44016
C -0.81664 -1.28840 4.50574
C -0.24841 -0.04571 4.24708
C -0.02118 0.32549 2.93938
N -0.31705 -0.46470 1.89754
H -0.90088 -4.60208 -0.99710
H -1.31219 -5.22501 -3.35350
H -1.37233 -3.49149 -5.10413
H -1.01308 -1.11559 -4.52152
H -1.61402 3.41175 -3.17866
H -1.72425 5.36763 -1.58570
H -0.99667 4.98916 0.77790
H -0.23120 2.75637 1.44840
H -1.50866 -3.11607 3.56061
H -1.01993 -1.60029 5.52113
H 0.01537 0.62655 5.05080
H 0.43966 1.27724 2.71322
N 1.61200 0.02143 -0.17726
C 2.77296 0.02145 -0.38024
C 4.10993 0.05794 -0.58001
C 4.87219 -1.14135 -0.53498
N 5.48832 -2.11303 -0.49992
C 4.74589 1.30685 -0.81360
N 5.24886 2.32930 -0.97996
*
```

The LUMO energy (alpha / beta) is -1.4 / -1.2 eV. Its expectation value of S² is 2.020. The HOMO energy (alpha / beta) comes out at -7.972 / -8.034 eV. Its relative energy (zero: lowest compared OMol25 entry of this formula, charge and spin) is 63.89 kJ/mol.

These are the Mulliken partial charges, in e, on atoms 1 to 5: V 0.04; O -0.71; C 0.56; N 0.05; C 0.35

---

What did we get for F_max? Answer: 10.7; 5.2; 2.4; 0.7; 3.4 eV Å⁻¹, in the order shown.